{
  "formula": "C10H18OSi",
  "method": "wB97M-V/def2-TZVPD",
  "smiles": "C[Si](C)(C)[C@]1(C=O)C=CCCC1",
  "e_above_lowest_kcal_mol": 48.1,
  "homo_energy_ev": -9.030,
  "homo_lumo_gap_ev": 9.754,
  "fmax_ev_per_a": 3.55,
  "elements": ["C", "C", "C", "C", "C", "C", "C", "C", "C", "C", "O", "Si", "H", "H", "H", "H", "H", "H", "H", "H", "H", "H", "H", "H", "H", "H", "H", "H", "H", "H"],
  "xyz": [[-0.4640, 2.4336, -0.6960], [0.3911, 1.6375, -0.1001], [1.6914, -0.1597, -1.1029], [-1.3511, 2.0046, -1.8424], [-0.9577, 0.6711, -2.4652], [-0.8063, -0.2916, -1.2669], [0.3926, 0.1095, -0.4837], [-1.4138, -0.4177, 2.1490], [1.9464, -0.1501, 2.0837], [0.3951, -2.7425, 0.9750], [2.7700, 0.3259, -0.8969], [0.2412, -0.8276, 1.1824], [-0.6343, 3.4626, -0.2784], [1.1701, 1.8553, 0.6216], [1.6118, -1.0909, -1.8091], [-2.3190, 1.9845, -1.4131], [-1.2203, 2.7304, -2.5996], [-1.7274, 0.3091, -3.0612], [-0.0097, 0.6571, -3.0405], [-1.7491, -0.4687, -0.7094], [-0.6355, -1.4413, -1.4093], [-1.0696, 0.1630, 3.0265], [-1.9668, 0.2843, 1.4457], [-2.1160, -1.1839, 2.3246], [2.2072, -0.9357, 2.7593], [2.6666, -0.5118, 1.3078], [1.9900, 0.7964, 2.6120], [0.2703, -3.2488, 1.8881], [-0.5423, -2.9927, 0.4140], [1.2391, -2.9617, 0.3850]]
}

{
  "formula": "C10H18Se",
  "method": "wB97M-V/def2-TZVPD",
  "homo_energy_ev": -8.479,
  "homo_lumo_gap_ev": 9.218,
  "fmax_ev_per_a": 4.31,
  "elements": ["C", "C", "C", "C", "C", "C", "C", "C", "C", "C", "Se", "H", "H", "H", "H", "H", "H", "H", "H", "H", "H", "H", "H", "H", "H", "H", "H", "H", "H"],
  "xyz": [[-0.2677, 0.7520, -1.0866], [-0.5061, -1.0156, 1.4900], [0.3187, -0.6417, -0.9619], [0.1979, -1.5021, 0.2825], [-0.9715, 1.3485, 0.1419], [-1.7964, 0.3340, 0.8811], [1.5481, -0.9848, -0.1651], [-1.8380, 2.5369, -0.2869], [2.4956, -2.0173, -0.7446], [2.2831, 0.0883, 0.6031], [-3.1218, -0.6684, -0.1402], [0.5190, 1.4406, -1.4049], [-1.0054, 0.7105, -1.8923], [-1.1150, -1.7629, 1.9819], [0.0823, -0.4445, 2.1939], [0.2162, -1.1879, -1.8933], [0.0202, -2.5550, 0.0850], [-0.2228, 1.7208, 0.8509], [-2.2434, 0.7036, 1.7982], [-2.5371, 2.2261, -1.0620], [-1.2260, 3.3432, -0.6814], [-2.4098, 2.9160, 0.5584], [3.0405, -2.5066, 0.0622], [3.2145, -1.5519, -1.4175], [1.9487, -2.7773, -1.2969], [2.7549, 0.7872, -0.0880], [3.0648, -0.3657, 1.2098], [1.6214, 0.6471, 1.2560], [-4.0649, 0.4271, -0.2733]]
}

{
  "formula": "C10H19BrCrF6N2O8S2",
  "method": "wB97M-V/def2-TZVPD",
  "e_above_lowest_kcal_mol": 0.0,
  "charge": -2,
  "multiplicity": 5,
  "homo_energy_ev": [0.622, 0.620],
  "s_squared": 6.0209,
  "homo_lumo_gap_ev": [3.687, 3.686],
  "fmax_ev_per_a": 3.35,
  "elements": ["Cr", "C", "F", "F", "F", "S", "O", "O", "N", "S", "O", "O", "C", "F", "F", "F", "Br", "O", "C", "C", "O", "H", "H", "H", "H", "C", "O", "C", "C", "N", "C", "C", "O", "C", "H", "H", "H", "H", "H", "H", "H", "H", "H", "H", "H", "H", "H", "H", "H"],
  "xyz": [[1.4394, 0.0235, 0.5267], [3.2852, 2.9625, -1.1972], [4.0672, 1.9456, -0.9174], [4.0220, 4.0823, -1.2413], [2.6984, 2.8019, -2.3677], [1.9903, 3.1195, 0.1857], [2.6718, 2.6357, 1.3520], [1.5574, 4.4835, 0.2165], [0.8905, 1.9017, -0.2091], [-0.2945, 2.5008, -1.1311], [0.0178, 3.6562, -1.9172], [-0.9234, 1.4572, -1.8742], [-1.5489, 3.0453, 0.1972], [-2.3845, 3.9910, -0.2489], [-2.3162, 1.9672, 0.4591], [-1.0147, 3.4532, 1.3423], [3.2297, -0.8447, 2.1513], [1.6025, -2.8088, -3.3155], [1.1373, -1.5499, -3.3950], [1.8216, -0.4375, -2.5323], [2.1802, -0.7353, -1.2131], [0.0234, -1.3983, -3.2968], [1.3122, -1.1883, -4.4454], [1.2618, 0.5113, -2.6179], [2.7788, -0.2227, -3.0506], [-2.9514, -4.4363, -0.3148], [-1.9105, -3.4955, -0.2784], [-2.3986, -2.1601, -0.2950], [-1.2026, -1.1994, -0.2854], [-0.0801, -1.5879, 0.5798], [-0.4100, -1.7555, 2.0054], [-0.8102, -0.4519, 2.6491], [0.1553, 0.5249, 2.2937], [0.4260, 1.4799, 3.3163], [-3.6878, -4.1510, 0.4563], [-2.6407, -5.4506, -0.0841], [-3.4773, -4.3372, -1.2714], [-3.0787, -2.0452, 0.5571], [-2.8402, -1.9928, -1.2846], [-1.6663, -0.2477, -0.0134], [-0.8526, -1.0401, -1.3042], [-0.0754, -2.5749, 0.3102], [0.3978, -2.2794, 2.5220], [-1.1682, -2.5369, 2.1995], [-0.8542, -0.6460, 3.7277], [-1.8348, -0.1621, 2.3887], [1.1195, 1.1050, 4.0714], [-0.5548, 1.7361, 3.7264], [0.8903, 2.3518, 2.8675]]
}

{
  "formula": "C10H19Cl2NOPb",
  "method": "wB97M-V/def2-TZVPD",
  "e_above_lowest_kcal_mol": 0.0,
  "homo_energy_ev": [-8.155, -8.067],
  "homo_lumo_gap_ev": [6.522, 7.314],
  "fmax_ev_per_a": 3.89,
  "elements": ["Pb", "Cl", "Cl", "C", "H", "H", "C", "C", "H", "C", "H", "C", "H", "H", "C", "H", "H", "C", "H", "H", "H", "H", "C", "N", "C", "C", "O", "H", "H", "H", "H", "H", "H", "H"],
  "xyz": [[0.9064, -0.4141, -0.0462], [1.6872, -2.7979, -0.2071], [2.7507, 0.4742, 1.4937], [2.0770, 0.4314, -1.5904], [2.5193, 1.3821, -1.2736], [2.7594, -0.2957, -2.0378], [-0.3434, 1.2335, -1.9249], [0.8139, 0.7416, -2.5590], [-0.2115, 1.8658, -1.0408], [0.5531, -0.4379, -3.5418], [1.1920, 1.5810, -3.1825], [-0.6509, -0.1428, -4.4399], [1.4449, -0.5948, -4.1654], [0.3915, -1.3731, -2.9803], [-1.9113, 0.1596, -3.6355], [-0.3999, 0.7295, -5.0574], [-0.8203, -0.9888, -5.1179], [-1.6792, 1.2303, -2.5358], [-2.6926, 0.5037, -4.3222], [-2.2662, -0.7686, -3.1649], [-1.8725, 2.2234, -2.9842], [-2.4442, 1.1096, -1.7634], [-1.5057, -0.2754, 4.8620], [-0.1095, -0.5177, 4.5316], [0.8789, -0.6187, 5.5961], [0.2622, -0.5995, 3.2506], [-0.5169, -0.4607, 2.2887], [-1.6019, -0.3426, 5.9490], [-2.1440, -1.0247, 4.3750], [-1.8192, 0.7221, 4.5207], [1.4247, -1.5696, 5.5109], [1.6193, 0.1913, 5.5144], [0.3703, -0.5642, 6.5607], [1.3388, -0.7924, 3.1179]]
}

{
  "formula": "C10H19Cl2NOPr",
  "method": "wB97M-V/def2-TZVPD",
  "charge": -1,
  "multiplicity": 3,
  "homo_energy_ev": [-1.197, -1.305],
  "s_squared": 2.0237,
  "homo_lumo_gap_ev": [3.489, 3.597],
  "fmax_ev_per_a": 3.54,
  "elements": ["Pr", "Cl", "Cl", "C", "H", "H", "C", "C", "H", "C", "H", "C", "H", "H", "C", "H", "H", "C", "H", "H", "H", "H", "C", "N", "C", "C", "O", "H", "H", "H", "H", "H", "H", "H"],
  "xyz": [[0.8031, 0.4211, 1.0224], [2.9428, -0.7810, 2.2064], [0.8988, 2.3514, 2.7841], [-1.0507, -0.3889, 2.2099], [-1.7314, -1.2630, 1.9612], [-1.2696, 0.3194, 3.0725], [1.0348, -1.5092, -0.8999], [-0.2106, -1.8150, -0.4352], [1.2290, -0.5525, -1.4112], [-0.4973, -3.0168, 0.4237], [-1.0553, -1.1479, -0.6412], [0.7884, -3.6263, 1.0103], [-1.2337, -2.8402, 1.2201], [-0.9397, -3.7330, -0.2903], [1.8711, -3.7291, -0.0671], [1.1611, -3.0033, 1.8361], [0.5656, -4.6217, 1.4144], [2.2553, -2.3617, -0.6606], [2.7614, -4.2339, 0.3228], [1.4819, -4.3339, -0.8925], [3.0177, -1.8983, 0.0028], [2.7318, -2.4689, -1.6482], [-2.5976, 3.3154, -1.2663], [-1.2063, 3.6159, -1.0040], [-0.5903, 4.8837, -1.3009], [-0.4950, 2.6592, -0.4376], [-1.0652, 1.5506, -0.2301], [-3.0348, 4.2017, -1.7253], [-3.1393, 3.0722, -0.3382], [-2.7045, 2.4569, -1.9472], [-0.1958, 5.3272, -0.3731], [0.2564, 4.7296, -1.9884], [-1.3474, 5.5262, -1.7549], [0.5656, 2.8940, -0.1745]]
}

{
  "formula": "C10H19FN3O4",
  "method": "wB97M-V/def2-TZVPD",
  "e_above_lowest_kcal_mol": 0.0,
  "charge": 1,
  "homo_energy_ev": -13.399,
  "homo_lumo_gap_ev": 10.751,
  "fmax_ev_per_a": 1.56,
  "elements": ["C", "C", "C", "F", "C", "N", "C", "C", "O", "C", "C", "C", "O", "N", "H", "H", "H", "H", "H", "H", "H", "H", "H", "H", "H", "H", "H", "H", "H", "H", "C", "N", "O", "O", "H", "H", "H"],
  "xyz": [[2.8945, -1.1945, -1.3722], [2.6417, -0.1525, -2.4997], [3.0803, 1.2535, -1.9871], [4.4351, 1.3405, -1.8441], [2.3462, 1.5382, -0.6884], [2.7708, 1.6407, 0.5531], [1.6577, 1.8903, 1.3630], [0.5705, 1.9167, 0.5707], [-0.7133, 2.1320, 0.8337], [-1.3789, 0.8543, 1.1157], [-2.1304, 0.2840, -0.1288], [-3.6652, 0.4217, -0.0278], [-1.7179, 0.9159, -1.3588], [1.0321, 1.7069, -0.7298], [3.0590, -2.1984, -1.7732], [3.7211, -0.8669, -0.7299], [1.9826, -1.2475, -0.7575], [1.5602, -0.0568, -2.6869], [3.1250, -0.3966, -3.4504], [2.6988, 1.9682, -2.7353], [3.7348, 1.5412, 0.8399], [1.6590, 2.0471, 2.4341], [-2.0740, 1.0049, 1.9458], [-0.6000, 0.1383, 1.4008], [-1.8364, -0.7722, -0.2160], [-3.9325, 1.3627, -0.5251], [-4.1640, -0.4037, -0.5499], [-3.9861, 0.4047, 1.0216], [-1.4149, 0.2175, -1.9496], [0.5370, 1.6753, -1.6113], [-2.8003, -3.0926, 2.2124], [-1.5961, -2.2179, 2.2374], [-1.4618, -1.4775, 3.1884], [-0.8287, -2.3081, 1.2960], [-3.3834, -2.9030, 3.1065], [-3.3669, -2.8438, 1.3186], [-2.4554, -4.1225, 2.1843]]
}

no.,E_tot (eV)
1,-20585.52207
2,-76006.62288
3,-166475.70697
4,-44507.36312
5,-53329.52231
6,-26046.47513